A cluster of 9 separate species, C36H63N9 in total at a distorted geometry, computed with ωB97M-V/def2-TZVPD.

XYZ file:
```
108
Properties=species:S:1:pos:R:3:forces:R:3:lowdin_charge:R:1
C -2.286806 -4.813354 1.254679 0.6 2.1 -0.7 -0.08
C -2.120483 -4.018829 -0.091248 -2.2 -1.4 0.3 -0.25
C -0.907803 -3.121527 -0.081809 -1.3 0.9 -1.0 -0.20
C 0.332388 -3.841793 -0.215373 0.8 -0.5 0.2 -0.21
N 1.293301 -4.477138 -0.260710 -0.4 0.4 -0.1 0.18
H -2.300908 -4.090299 2.102467 0.1 -0.7 -0.4 0.06
H -1.421916 -5.438273 1.266413 0.7 -0.6 0.7 0.06
H -3.154466 -5.433016 1.284660 -0.7 -0.3 -0.1 0.06
H -3.067617 -3.436890 -0.310033 1.2 -0.4 0.2 0.12
H -2.035387 -4.790819 -0.865611 -0.1 0.4 -0.2 0.11
H -0.982981 -2.622645 0.858368 0.6 0.7 0.8 0.10
H -1.074306 -2.362207 -0.882772 0.7 -0.5 0.5 0.10
C -3.435287 -0.666223 -2.065473 -1.0 0.8 0.6 -0.11
C -2.106815 -0.825681 -2.771956 0.5 1.1 0.2 -0.29
C -2.206744 -0.459512 -4.241367 0.8 0.2 0.0 -0.22
C -2.738700 0.902750 -4.414160 -0.5 -0.2 -1.7 -0.23
N -3.286120 1.804908 -4.881748 0.4 0.0 0.8 0.14
H -3.472524 -0.901286 -1.000053 0.5 -0.3 0.0 0.05
H -4.332253 -1.124308 -2.490995 0.4 -0.4 -0.4 0.08
H -3.696893 0.400958 -2.072342 0.1 0.0 -0.1 0.07
H -1.631219 -1.792800 -2.709237 -0.1 -0.4 0.1 0.07
H -1.397252 -0.058462 -2.351146 -0.6 -1.0 -0.1 0.08
H -2.803305 -1.129046 -4.835602 -0.8 -0.3 0.0 0.11
H -1.237820 -0.571778 -4.746614 0.0 0.5 0.4 0.09
C -4.842452 5.064051 -0.893204 -2.0 1.2 0.5 -0.12
C -4.242113 4.798090 0.445442 1.7 -0.8 0.8 -0.26
C -2.719023 5.131024 0.463348 -0.8 0.3 0.3 -0.18
C -1.945610 4.220885 -0.385910 -0.2 1.3 1.0 -0.22
N -1.235664 3.577150 -1.001672 0.5 -0.9 -0.8 0.19
H -5.059411 6.132288 -1.048991 0.4 -0.2 0.0 0.09
H -5.829376 4.612646 -0.922260 -0.2 -0.2 -0.1 0.08
H -4.311810 4.704244 -1.729899 0.9 -0.6 -0.8 0.06
H -4.332849 3.723805 0.695490 -0.2 0.5 0.1 0.11
H -4.649097 5.410387 1.254314 -0.4 -0.2 -0.2 0.11
H -2.313500 5.153758 1.493880 -0.1 -0.3 -0.6 0.12
H -2.663341 6.165158 0.099901 0.5 -0.3 -0.2 0.12
C 2.366163 -5.978193 -5.111688 -0.1 1.8 -3.5 -0.08
C 2.906933 -4.497026 -5.301498 -1.5 -0.3 0.7 -0.22
C 2.376584 -3.496196 -4.237039 -2.1 -1.5 1.2 -0.17
C 0.851220 -3.307404 -4.430092 1.9 -0.3 -0.6 -0.19
N -0.230639 -3.272528 -4.822177 0.1 0.1 0.5 0.15
H 2.232474 -6.422961 -6.141590 0.3 0.4 1.0 0.09
H 1.402266 -6.056491 -4.689908 -1.1 0.2 0.8 0.05
H 3.047833 -6.580485 -4.616166 1.3 -1.0 1.2 0.04
H 2.597641 -4.039254 -6.257718 0.4 -0.6 0.2 0.11
H 3.978877 -4.535567 -5.201152 0.4 0.2 -0.3 0.09
H 2.851961 -2.541816 -4.274008 0.2 0.7 -0.2 0.09
H 2.492590 -3.876357 -3.177212 0.0 0.2 -1.3 0.10
C 1.726176 2.701259 5.189551 0.3 1.2 0.1 -0.08
C 3.016528 3.020688 4.408710 -0.3 -1.5 -0.1 -0.25
C 3.024991 2.711955 2.935295 -1.1 -0.7 -1.8 -0.21
C 1.789353 3.192022 2.221048 -0.2 0.2 -0.3 -0.20
N 0.846605 3.536077 1.637359 1.1 -0.3 0.8 0.16
H 1.896737 2.955941 6.230556 0.1 0.0 0.3 0.07
H 1.429868 1.666702 5.175904 0.1 -0.5 -0.4 0.04
H 0.855161 3.302158 4.914312 0.2 0.0 -0.4 0.07
H 3.825932 2.450848 4.852222 0.2 -0.2 0.1 0.11
H 3.368696 3.998551 4.402910 0.0 2.2 1.0 0.08
H 2.988198 1.631449 2.774909 0.2 0.0 -0.1 0.07
H 3.892732 3.096474 2.346630 -0.6 -0.2 0.7 0.12
C 4.675987 -2.417050 -0.650315 -0.5 1.3 0.3 -0.08
C 3.350430 -1.992499 -1.339730 1.1 0.3 1.5 -0.25
C 2.470271 -1.193184 -0.360674 0.9 -1.6 0.5 -0.21
C 3.077148 0.058164 0.009486 0.7 1.1 0.5 -0.22
N 3.634241 1.023373 0.313488 -0.5 -0.5 -0.3 0.19
H 4.430359 -3.008396 0.227830 0.0 -0.2 0.1 0.07
H 5.267362 -1.532141 -0.280356 -0.6 -0.8 -0.5 0.09
H 5.291693 -3.012063 -1.291325 0.4 -0.3 -0.4 0.06
H 2.778216 -2.860820 -1.616020 -0.1 -0.2 -0.1 0.04
H 3.498319 -1.334484 -2.179190 0.3 0.0 -0.6 0.10
H 2.292235 -1.818461 0.543713 -0.1 0.6 -0.5 0.13
H 1.594771 -1.032447 -0.919283 -1.6 0.5 -0.2 0.07
C 1.798663 3.969119 -4.777915 -1.1 -0.2 -1.2 -0.11
C 1.526178 3.927708 -3.296045 -0.5 -1.6 0.3 -0.24
C 1.980138 2.683135 -2.438814 -1.2 1.4 0.5 -0.17
C 1.251112 1.511718 -2.810363 -0.7 -2.1 -1.1 -0.24
N 0.742197 0.528631 -3.153021 0.5 0.9 0.4 0.19
H 1.322120 4.837005 -5.245400 0.2 0.3 0.4 0.07
H 1.215708 3.186273 -5.252705 0.0 -0.6 -0.1 0.07
H 2.780673 3.911902 -5.235126 0.5 0.0 0.7 0.07
H 0.435981 3.930980 -3.129791 0.3 0.1 -0.3 0.09
H 1.867610 4.769683 -2.779899 0.8 1.4 0.7 0.08
H 1.542598 2.908634 -1.419717 1.2 -0.1 -0.6 0.11
H 3.031860 2.399718 -2.469949 0.1 0.5 0.4 0.12
C -1.286299 -0.954068 7.585467 -0.3 -1.2 -1.9 -0.10
C -0.128520 -0.633483 6.577528 -1.7 0.3 1.8 -0.26
C 0.091915 -1.734825 5.585413 0.1 -0.7 -1.1 -0.21
C -1.093195 -1.985557 4.730836 -0.1 0.2 -0.6 -0.22
N -1.923378 -2.078198 3.932814 0.4 -0.1 0.7 0.16
H -2.206825 -1.299689 7.035602 0.9 0.2 0.5 0.08
H -1.598024 -0.106692 8.125389 -0.1 1.2 0.8 0.04
H -0.984198 -1.732792 8.282158 0.0 -0.1 0.0 0.07
H 0.732012 -0.532943 7.222254 0.6 0.3 -0.2 0.10
H -0.363027 0.336218 6.096789 0.3 -0.6 0.0 0.11
H 0.461216 -2.704667 5.982486 -0.4 0.7 0.1 0.13
H 0.829361 -1.389542 4.862254 0.2 -0.1 -0.1 0.07
C -2.248106 1.419575 2.584466 -0.3 -1.4 -0.4 -0.09
C -1.988137 0.635731 1.260882 0.8 1.2 1.8 -0.21
C -0.481413 0.611689 0.885114 -1.3 0.1 -1.7 -0.19
C 0.364052 0.152160 1.917583 0.6 -1.1 1.7 -0.25
N 0.922235 -0.220701 2.854407 0.2 0.2 -0.4 0.21
H -1.731646 1.032151 3.456610 0.0 -0.8 0.0 0.05
H -3.325590 1.403900 2.820231 0.5 0.5 -0.1 0.08
H -1.792030 2.366083 2.509730 -0.1 1.7 -0.3 0.04
H -2.405215 1.214951 0.461115 -0.7 0.0 -0.5 0.08
H -2.453266 -0.331293 1.370972 0.1 -0.5 -0.4 0.09
H -0.136900 1.632983 0.655907 -0.3 -0.3 -0.3 0.07
H -0.429602 -0.031515 -0.022774 0.5 0.5 0.5 0.10
```
Positions in Å, forces in eV/Å.

F_max   3.894 eV/Å
E_HOMO   -10.83 eV
Relative energy (zero: lowest compared OMol25 entry of this formula, charge and spin)   2.239 eV
Structure (SMILES)   CCCC#N.CCCC#N.CCCC#N.CCCC#N.CCCC#N.CCCC#N.CCCC#N.CCCC#N.CCCC#N
Multiplicity   1
Charge   0
DFT total energy   -51761.7807 eV

***

A cluster of 9 separate species, C36H63N9 in total at a distorted geometry, computed with ωB97M-V/def2-TZVPD.

XYZ file:
```
108
Properties=species:S:1:pos:R:3:forces:R:3:lowdin_charge:R:1
C -5.974236 21.702789 3.925371 -0.2 0.6 -0.1 -0.07
C -5.877821 20.904775 5.292373 -0.9 1.2 -1.5 -0.15
C -7.047495 19.904177 5.397629 0.8 1.2 -0.4 -0.12
C -8.393662 20.335822 5.198346 2.0 -0.3 0.6 -0.05
N -9.467405 20.760640 4.986646 -0.7 0.1 -0.1 0.36
H -5.212235 22.457199 3.729616 0.5 -0.2 0.7 0.08
H -6.872993 22.303692 3.786611 -0.4 -0.2 0.6 0.07
H -5.948411 21.103296 3.015398 0.1 -0.7 0.4 0.08
H -5.975473 21.544378 6.169562 -0.1 0.6 -0.1 0.12
H -4.863360 20.513583 5.369409 -0.5 -0.9 0.0 0.13
H -6.903279 19.287857 6.285011 -0.6 -0.5 1.1 0.16
H -6.879347 19.044333 4.749160 -0.2 -0.9 -0.8 0.16
C -4.554312 15.540349 14.337355 0.3 0.2 0.0 -0.11
C -5.519240 16.681644 14.053992 0.6 1.2 -0.9 -0.24
C -5.079566 17.754060 12.954018 -0.2 -1.3 1.0 -0.18
C -4.880998 17.086492 11.671621 0.4 -0.7 -2.7 -0.25
N -4.702893 16.586932 10.625653 -0.5 1.1 2.5 0.13
H -4.369791 14.832866 13.528954 -0.5 0.0 -0.1 0.07
H -4.904446 15.020012 15.228843 0.1 -0.2 -0.1 0.07
H -3.556192 15.920471 14.554964 0.0 0.2 0.2 0.08
H -5.619032 17.277511 14.961242 -0.3 -0.1 0.1 0.10
H -6.504549 16.356996 13.719533 0.0 -0.3 0.3 0.10
H -4.163017 18.284362 13.212509 0.1 -0.1 0.1 0.12
H -5.885950 18.487266 12.937929 0.0 0.1 -0.4 0.08
C -8.198989 16.399574 4.776113 0.0 -1.2 -0.8 -0.10
C -9.494024 16.039371 4.009550 0.3 1.3 0.2 -0.21
C -9.943745 17.320103 3.263835 -1.3 -0.8 0.7 -0.21
C -9.043053 17.683459 2.199339 1.9 0.9 -2.1 -0.25
N -8.314476 17.984875 1.335952 -1.4 -0.6 1.9 0.15
H -7.704284 15.463258 5.034331 0.3 0.2 0.3 0.08
H -8.352709 16.999872 5.672837 -0.5 -0.2 0.1 0.05
H -7.526214 16.962423 4.129071 0.2 -0.1 -0.2 0.05
H -10.217062 15.670477 4.737034 -0.3 0.4 -0.1 0.11
H -9.480311 15.286976 3.220996 0.9 -0.3 0.3 0.12
H -10.076667 18.148552 3.959613 0.0 0.1 0.0 0.10
H -10.914975 17.115951 2.813145 -0.1 0.2 -0.1 0.12
C -17.362232 19.304381 12.239330 -0.5 0.3 -0.4 -0.10
C -16.804579 17.878028 12.437703 0.0 0.8 1.6 -0.22
C -15.400133 17.857328 13.090309 -0.6 -0.6 -0.5 -0.19
C -14.426226 18.456370 12.241581 1.2 0.9 -0.6 -0.26
N -13.603345 18.913760 11.583684 0.0 0.1 -0.2 0.18
H -17.667631 19.944803 13.066783 0.2 -0.8 1.0 0.07
H -18.293573 19.237146 11.677013 0.1 0.0 -0.4 0.07
H -16.695184 20.011005 11.745522 0.3 -0.5 -0.7 0.05
H -16.861416 17.302599 11.513722 0.2 0.1 0.0 0.11
H -17.380798 17.356350 13.201845 -0.5 -0.1 -0.3 0.11
H -15.030934 16.835830 13.181556 -0.3 -0.2 0.5 0.13
H -15.389088 18.350348 14.062377 0.0 -0.1 0.0 0.13
C -14.805283 23.468692 12.074403 0.0 -1.1 1.0 -0.09
C -13.942665 22.144795 11.982923 -0.8 1.7 -1.7 -0.21
C -12.824474 22.272056 10.877405 -0.7 -1.4 0.5 -0.19
C -11.775507 23.205331 11.229932 0.0 0.4 0.4 -0.24
N -11.015191 23.997562 11.574838 0.0 -0.2 -0.2 0.16
H -15.592729 23.523703 11.322738 0.5 -0.1 -0.6 0.07
H -14.256032 24.409319 12.114993 0.2 -0.2 0.0 0.07
H -15.428101 23.393791 12.965801 0.2 0.2 0.4 0.06
H -14.651225 21.389482 11.643016 0.3 -0.2 0.0 0.07
H -13.512005 21.759260 12.907046 0.0 0.5 0.1 0.09
H -13.171335 22.475116 9.864217 -0.5 0.4 0.2 0.12
H -12.436872 21.258331 10.776275 0.4 0.0 0.1 0.06
C -12.345292 22.221990 15.893590 0.7 -0.2 0.0 -0.09
C -10.995721 21.476777 15.956715 -0.1 0.1 -0.8 -0.21
C -10.775571 20.531354 14.726503 0.4 -0.2 1.1 -0.19
C -11.418569 19.263374 14.722541 -5.2 -7.1 0.9 -0.24
N -12.052520 18.225210 14.721135 3.6 5.6 -0.1 0.14
H -13.190981 21.560162 15.706764 0.1 -0.4 0.4 0.07
H -12.404175 22.920184 15.058630 0.3 0.4 0.2 0.07
H -12.460651 22.704858 16.863959 -0.4 0.3 -0.3 0.07
H -10.854405 21.079368 16.961800 -0.4 -1.1 -0.3 0.11
H -10.116250 22.120662 15.951409 -0.3 0.7 -0.5 0.07
H -9.742934 20.184478 14.688721 0.5 0.9 -0.6 0.09
H -11.186561 20.917084 13.793547 0.8 0.9 -0.1 0.10
C -7.392428 23.504824 16.904034 -1.0 0.0 0.7 -0.11
C -6.187599 23.445574 16.005455 -0.5 1.1 0.1 -0.27
C -5.790062 22.017924 15.830298 -0.4 -1.4 0.0 -0.19
C -6.610813 21.296508 14.812014 -1.9 -1.6 -3.7 -0.16
N -7.269108 20.761774 13.968792 2.7 2.1 3.7 0.15
H -7.744666 24.517528 17.100154 -0.3 0.0 -0.5 0.08
H -7.280094 23.107671 17.912876 0.9 -0.1 0.1 0.08
H -8.166131 22.823438 16.550196 -0.4 0.5 -0.5 0.05
H -5.412565 24.066879 16.454222 0.4 -0.3 -0.1 0.12
H -6.405593 23.874930 15.027577 -0.1 0.2 0.0 0.12
H -6.115919 21.495945 16.729992 0.7 -0.2 0.4 0.12
H -4.713447 21.920115 15.690858 -0.2 -0.5 -0.3 0.12
C -11.095625 24.493087 7.157347 0.6 -0.7 1.3 -0.07
C -10.073902 23.383527 7.674235 -0.9 0.3 0.3 -0.22
C -9.097753 23.813949 8.804781 1.4 0.1 -1.2 -0.18
C -8.132238 22.749564 9.156434 0.3 -1.1 0.3 -0.22
N -7.405068 21.901570 9.473198 -0.8 1.0 -0.6 0.14
H -10.654750 25.445489 6.862959 0.4 0.0 0.5 0.07
H -11.733205 24.600759 8.034837 -0.2 0.7 -0.2 0.06
H -11.754869 24.279096 6.316097 0.3 -0.9 0.0 0.07
H -9.538957 22.943439 6.832651 0.3 0.0 0.1 0.07
H -10.594799 22.576586 8.189587 -0.6 -0.2 -0.7 0.09
H -9.489604 24.140936 9.767918 -0.6 0.2 -0.3 0.08
H -8.449238 24.572428 8.366314 0.0 0.6 0.4 0.12
C -10.108340 19.989846 10.996552 0.4 -0.8 1.0 -0.11
C -9.283275 18.731015 11.448944 -0.3 -0.4 -1.4 -0.18
C -8.163656 18.281011 10.414085 -0.7 0.6 0.1 -0.15
C -8.647257 18.520122 9.064469 0.8 -0.3 1.6 -0.22
N -8.972837 18.762562 8.002109 -0.5 0.4 -2.3 0.18
H -10.589944 19.945119 10.019747 0.6 -0.4 -0.3 0.06
H -9.499110 20.889148 11.087105 -0.3 0.1 0.0 0.06
H -10.992672 19.990622 11.633774 0.2 0.4 0.4 0.02
H -9.989865 17.904151 11.520441 0.0 -0.1 -0.1 0.11
H -8.843760 18.798707 12.444109 0.1 0.5 -0.1 0.08
H -7.862432 17.233755 10.438940 -0.1 0.0 0.5 0.11
H -7.257333 18.882299 10.485761 0.0 0.1 0.2 0.11
```
Positions in Å, forces in eV/Å.

F_max   8.851 eV/Å
E_HOMO (alpha / beta)   -12.56 / -12.56 eV
Relative energy (zero: lowest compared OMol25 entry of this formula, charge and spin)   1.807 eV
Multiplicity   2
Charge   +1
DFT total energy   -51749.9067 eV